Version 1
The following is a DFT calculation (the ωB97M-V functional and the def2-TZVPD basis) of a structure of composition C33H44BrClNO6SeW.

Geometry as ORCA input:
```
! wB97M-V def2-TZVPD RIJCOSX def2/J DEFGRID3
* xyz 1 3
W 11.578 11.148 11.515
C 6.176 16.866 10.893
C 7.031 16.733 12.166
C 6.244 16.017 13.321
C 7.483 18.109 12.637
C 8.176 15.859 11.706
C 8.801 14.998 12.586
C 9.609 13.957 12.052
Se 10.755 13.068 13.246
C 9.602 11.863 14.248
C 8.959 12.228 15.404
C 8.062 11.347 16.003
C 8.147 10.010 15.607
C 8.829 9.565 14.452
C 9.378 10.634 13.624
O 9.672 10.478 12.364
C 8.791 8.122 14.064
C 9.821 7.612 13.058
C 7.364 7.850 13.519
C 8.908 7.250 15.330
C 7.090 11.831 17.080
C 6.900 13.384 17.139
C 5.714 11.126 16.820
C 7.542 11.401 18.495
C 9.902 13.803 10.675
O 10.509 12.702 10.321
C 9.424 14.854 9.785
C 8.601 15.818 10.330
C 9.977 14.793 8.390
C 11.511 14.623 8.364
C 9.545 16.007 7.600
C 9.254 13.544 7.795
H 5.198 17.154 11.207
H 6.606 17.615 10.188
H 6.058 15.890 10.351
H 5.191 16.451 13.397
H 6.132 14.954 13.086
H 6.690 16.147 14.337
H 6.650 18.653 13.048
H 8.211 18.070 13.478
H 7.894 18.791 11.821
H 8.677 15.095 13.702
H 9.171 13.183 15.811
H 7.621 9.312 16.284
H 9.810 8.229 12.181
H 10.887 7.678 13.407
H 9.693 6.499 12.940
H 7.105 8.449 12.620
H 7.293 6.784 13.202
H 6.584 8.038 14.275
H 9.870 7.419 15.858
H 8.077 7.479 16.071
H 8.874 6.179 15.052
H 6.754 13.767 16.121
H 6.041 13.641 17.700
H 7.737 13.956 17.556
H 5.251 11.588 15.923
H 5.826 10.014 16.677
H 5.000 11.309 17.678
H 8.580 11.707 18.757
H 6.926 11.881 19.283
H 7.394 10.251 18.636
H 8.301 16.667 9.711
H 12.045 15.471 8.907
H 11.872 13.652 8.776
H 11.861 14.707 7.283
H 9.942 16.922 8.087
H 9.969 16.021 6.581
H 8.431 16.171 7.692
H 9.604 12.566 8.264
H 8.160 13.689 7.890
H 9.442 13.494 6.666
O 14.619 12.782 9.662
Cl 14.155 11.894 10.674
O 13.225 12.687 11.643
O 12.325 10.186 12.744
O 13.155 10.864 10.072
Br 8.395 10.490 9.720
C 9.949 9.598 9.255
C 9.800 8.830 8.108
C 10.769 7.891 7.785
C 11.759 7.675 8.700
C 11.767 8.368 9.877
N 11.019 9.568 10.016
H 8.875 8.848 7.539
H 10.654 7.321 6.838
H 12.486 6.882 8.535
H 12.269 8.022 10.781
*
```

Summary:
- LUMO energy (spin up / spin down) (hartree) = -0.129 / -0.218
- <S²> = 2.03
- HOMO level (spin up / spin down) (eV) = -9.85 / -10.15
- orbital gap (spin up / spin down) (eV) = 6.326 / 4.208

***

Version 2
The following is a DFT calculation (the ωB97M-V functional and the def2-TZVPD basis) of a structure of composition C33H44BrClNO6SeW.

Geometry as ORCA input:
```
! wB97M-V def2-TZVPD RIJCOSX def2/J DEFGRID3
* xyz 1 3
W 2.818 -0.999 -0.735
C -2.759 5.035 -1.161
C -1.708 4.569 -0.130
C -2.494 4.013 1.098
C -0.917 5.795 0.381
C -0.716 3.502 -0.731
C 0.105 2.858 0.184
C 1.015 1.890 -0.196
Se 2.110 0.956 1.107
C 0.915 -0.251 1.994
C 0.017 0.169 2.992
C -0.852 -0.706 3.586
C -0.805 -2.067 3.225
C 0.026 -2.560 2.251
C 0.799 -1.561 1.508
O 1.365 -1.898 0.350
C 0.157 -4.069 2.028
C 1.645 -4.423 2.196
C -0.262 -4.460 0.612
C -0.735 -4.860 3.062
C -1.887 -0.216 4.623
C -1.751 1.301 4.921
C -3.341 -0.498 4.092
C -1.660 -1.020 5.934
C 1.102 1.475 -1.550
O 1.753 0.356 -1.865
C 0.334 2.236 -2.568
C -0.566 3.175 -2.087
C 0.498 2.115 -4.121
C 1.977 2.343 -4.450
C -0.428 3.090 -4.956
C 0.179 0.670 -4.564
H -3.475 5.730 -0.658
H -2.269 5.590 -1.979
H -3.307 4.169 -1.602
H -3.290 4.719 1.370
H -2.982 3.036 0.865
H -1.842 3.850 1.986
H -1.638 6.550 0.752
H -0.236 5.580 1.243
H -0.326 6.236 -0.453
H 0.051 3.111 1.224
H 0.048 1.208 3.256
H -1.443 -2.776 3.723
H 2.267 -3.872 1.472
H 1.987 -4.130 3.209
H 1.799 -5.497 2.031
H 0.404 -4.017 -0.149
H -0.236 -5.544 0.503
H -1.283 -4.121 0.374
H -0.436 -4.634 4.112
H -1.812 -4.613 2.914
H -0.594 -5.941 2.877
H -1.894 1.890 3.996
H -2.528 1.611 5.670
H -0.757 1.538 5.361
H -3.445 -0.068 3.087
H -3.507 -1.583 4.010
H -4.076 -0.067 4.787
H -0.620 -0.974 6.253
H -2.296 -0.655 6.767
H -1.929 -2.090 5.802
H -1.116 3.711 -2.856
H 2.336 3.340 -4.126
H 2.582 1.608 -3.884
H 2.192 2.238 -5.526
H -0.213 4.151 -4.722
H -0.228 2.934 -6.037
H -1.499 2.864 -4.786
H 0.812 -0.049 -4.017
H -0.875 0.403 -4.344
H 0.391 0.525 -5.644
O 5.688 1.000 -2.957
Cl 5.392 0.008 -1.920
O 4.425 0.669 -0.817
O 3.884 -2.040 0.083
O 4.289 -1.044 -2.545
Br -0.732 -1.577 -1.758
C 0.659 -2.689 -2.500
C 0.242 -3.469 -3.618
C 1.144 -4.370 -4.145
C 2.452 -4.540 -3.682
C 2.830 -3.726 -2.625
N 1.957 -2.776 -2.084
H -0.778 -3.424 -3.978
H 0.889 -4.925 -5.050
H 3.167 -5.247 -4.099
H 3.840 -3.774 -2.199
*
```

Summary:
- LUMO energy (spin up / spin down) (hartree) = -0.113 / -0.232
- <S²> = 2.03
- HOMO level (spin up / spin down) (eV) = -10.27 / -10.46
- orbital gap (spin up / spin down) (eV) = 7.196 / 4.133

***

Which of them is the least stable? Correct choice: version 1.

***

Version 1
The following is a DFT calculation (the ωB97M-V functional and the def2-TZVPD basis) of a cluster of 2 separate species, C19H30N2O4 in total.

Geometry as ORCA input:
```
! wB97M-V def2-TZVPD RIJCOSX def2/J DEFGRID3
* xyz 0 1
C -3.990 -1.749 -0.762
C -2.910 -2.415 -0.282
C -1.548 -2.542 -1.040
O -0.573 -2.051 -0.503
O -1.538 -3.228 -2.223
C -0.476 -2.793 -3.093
C -0.848 -1.482 -3.895
C -0.233 -0.230 -3.107
C -1.365 0.728 -2.531
C -0.848 2.177 -2.232
C -0.276 2.379 -0.779
N 0.427 1.205 -0.193
C 0.560 1.480 1.314
C -0.490 0.577 2.061
C 0.103 -0.756 2.643
C 1.790 0.937 -0.776
C 2.380 1.858 -1.722
C 3.696 1.400 -2.211
C 4.168 0.145 -1.679
N 3.614 -0.682 -0.764
C 2.409 -0.290 -0.299
H -3.840 -0.862 -1.419
H -5.022 -2.061 -0.488
H -2.925 -2.891 0.729
H 0.522 -2.714 -2.588
H -0.348 -3.608 -3.858
H -0.438 -1.472 -4.931
H -1.963 -1.346 -3.863
H 0.371 -0.674 -2.274
H 0.501 0.341 -3.739
H -1.821 0.244 -1.631
H -2.123 0.804 -3.360
H -1.721 2.873 -2.377
H -0.075 2.493 -2.973
H -1.162 2.582 -0.115
H 0.324 3.323 -0.753
H -0.078 0.308 -0.256
H 0.297 2.547 1.525
H 1.595 1.321 1.688
H -1.377 0.295 1.427
H -0.917 1.143 2.939
H -0.664 -1.162 3.362
H 1.028 -0.604 3.255
H 0.229 -1.568 1.871
H 1.926 2.799 -2.082
H 4.291 1.964 -2.959
H 5.152 -0.200 -2.090
H 1.888 -0.947 0.440
C 0.845 0.191 7.017
C -0.376 0.555 6.163
O -0.224 1.528 5.379
O -1.384 -0.162 6.344
H 1.688 0.854 6.809
H 0.594 0.272 8.077
H 1.152 -0.836 6.807
*
```

Summary:
- LUMO energy (hartree) = -0.033
- HOMO level (eV) = -6.19
- orbital gap (eV) = 5.276

***

Version 2
The following is a DFT calculation (the ωB97M-V functional and the def2-TZVPD basis) of the molecule C19H30N2O4.

Geometry as ORCA input:
```
! wB97M-V def2-TZVPD RIJCOSX def2/J DEFGRID3
* xyz 0 1
C -5.260 -1.144 -2.196
C -4.252 -1.074 -1.053
C -4.059 0.354 -0.502
C -5.315 0.843 0.237
C -5.168 2.285 0.705
N -2.903 0.536 0.356
C -2.710 -0.335 1.492
C -1.781 -1.529 1.213
N -0.533 -1.049 0.658
C 0.632 -1.307 1.290
O 0.693 -2.030 2.270
C 1.867 -0.676 0.724
C 2.895 -1.505 0.292
C 4.082 -0.958 -0.168
O 5.121 -1.702 -0.647
C 4.992 -3.103 -0.669
C 4.272 0.440 -0.174
O 5.443 0.987 -0.667
C 6.633 0.639 0.013
C 3.237 1.267 0.275
O 3.229 2.626 0.322
C 4.378 3.387 0.019
C 2.041 0.693 0.718
C -0.713 -0.264 -0.540
C -1.645 0.923 -0.232
H -5.277 -2.148 -2.617
H -4.989 -0.447 -2.987
H -6.264 -0.906 -1.856
H -4.573 -1.737 -0.248
H -3.293 -1.435 -1.428
H -3.903 1.023 -1.357
H -6.171 0.768 -0.433
H -5.510 0.200 1.097
H -4.300 2.381 1.350
H -5.038 2.949 -0.146
H -6.052 2.599 1.254
H -3.675 -0.698 1.844
H -2.256 0.262 2.294
H -1.550 -2.057 2.140
H -2.244 -2.228 0.509
H 2.743 -2.571 0.322
H 5.927 -3.475 -1.084
H 4.162 -3.419 -1.309
H 4.852 -3.510 0.337
H 6.882 -0.415 -0.118
H 6.555 0.862 1.083
H 7.413 1.257 -0.431
H 4.720 3.215 -1.003
H 5.195 3.179 0.715
H 4.064 4.425 0.134
H 1.274 1.360 1.076
H 0.249 0.094 -0.904
H -1.164 -0.902 -1.311
H -1.826 1.495 -1.143
H -1.130 1.575 0.486
*
```

Summary:
- LUMO energy (hartree) = 0.029
- HOMO level (eV) = -7.91
- orbital gap (eV) = 8.698

***

Which of them is the least stable? Correct choice: version 1.

***

Version 1
The following is a DFT calculation (the ωB97M-V functional and the def2-TZVPD basis) of a cluster of 2 separate species, C3H7OPS2 in total.

Geometry as ORCA input:
```
! wB97M-V def2-TZVPD RIJCOSX def2/J DEFGRID3
* xyz 0 1
C 1.274 1.252 0.094
C -1.058 -0.498 -1.296
C -1.158 0.178 0.051
O 1.015 2.193 -0.622
P 2.801 0.374 0.436
S -1.838 1.917 0.031
S -1.364 -0.763 1.518
H -1.496 0.001 -2.178
H -0.079 -0.767 -1.540
H -1.641 -1.429 -1.409
H 2.035 -0.754 0.687
H 2.745 0.964 1.715
H -0.614 2.286 -0.420
H -1.048 0.211 2.352
*
```

Summary:
- LUMO energy (spin up / spin down) (hartree) = -0.013 / -0.004
- HOMO level (spin up / spin down) (eV) = -7.30 / -7.66
- orbital gap (spin up / spin down) (eV) = 6.946 / 7.550

***

Version 2
The following is a DFT calculation (the ωB97M-V functional and the def2-TZVPD basis) of the molecule C3H7OPS2.

Geometry as ORCA input:
```
! wB97M-V def2-TZVPD RIJCOSX def2/J DEFGRID3
* xyz 0 1
C 2.266 1.573 1.121
C 0.587 0.538 -0.627
C -1.654 -1.805 -0.544
O -0.892 -1.447 0.569
P -0.571 0.062 0.885
S -2.084 1.359 0.586
S 2.372 0.379 -0.082
H 1.243 1.959 1.467
H 3.185 1.866 1.605
H 0.422 -0.252 -1.460
H 0.360 1.505 -0.881
H -2.303 -2.677 -0.442
H -0.775 -2.110 -1.159
H -2.155 -0.950 -1.040
*
```

Summary:
- LUMO energy (spin up / spin down) (hartree) = -0.082 / 0.001
- HOMO level (spin up / spin down) (eV) = -7.31 / -8.75
- orbital gap (spin up / spin down) (eV) = 5.063 / 8.772

***

Which of them is the least stable? Correct choice: version 1.

***

Version 1
The following is a DFT calculation (the ωB97M-V functional and the def2-TZVPD basis) of a structure of composition C2H5BrClN.

Geometry as ORCA input:
```
! wB97M-V def2-TZVPD RIJCOSX def2/J DEFGRID3
* xyz 0 1
C -0.959 0.572 -0.996
C 0.675 -1.176 1.439
N -0.085 0.929 0.119
Cl 1.726 -0.237 2.253
Br 1.446 -2.580 0.483
H -0.487 -0.161 -1.545
H -1.985 0.318 -0.497
H -1.140 1.395 -1.773
H -0.095 0.182 0.812
H 0.904 0.756 -0.294
*
```

Summary:
- LUMO energy (hartree) = -0.043
- HOMO level (eV) = -8.87
- orbital gap (eV) = 7.694

***

Version 2
The following is a DFT calculation (the ωB97M-V functional and the def2-TZVPD basis) of a cluster of 2 separate species, C2H5BrClN in total.

Geometry as ORCA input:
```
! wB97M-V def2-TZVPD RIJCOSX def2/J DEFGRID3
* xyz 0 1
C -0.484 0.305 1.102
C -0.044 -0.691 0.145
N 0.761 0.954 -1.668
Cl -1.209 -1.565 -0.796
Br -0.440 -0.624 2.886
H -1.609 0.403 0.895
H 0.023 1.229 1.388
H 0.966 -1.145 0.336
H 1.706 0.712 -1.875
H 0.330 0.420 -2.411
*
```

Summary:
- LUMO energy (hartree) = -0.056
- HOMO level (eV) = -8.57
- orbital gap (eV) = 7.044

***

Which of them is the least stable? Correct choice: version 1.